# 1
Density functional theory data (ωB97M-V/def2-TZVPD) for an isolated molecule of C3H2ClFOS.

CARTESIAN COORDINATES (ANGSTROEM)
C: 0.87012 0.28544 0.57386
C: -0.47750 -0.25779 0.19465
C: -0.50798 -1.66551 -0.42058
H: 0.84297 0.79107 1.55207
H: 0.40565 -2.12178 -0.76377
O: -1.59837 -2.18676 -0.51453
F: 1.82070 -0.69616 0.58397
S: -1.82185 0.61106 0.46122
Cl: 1.47022 1.47885 -0.67029

Properties
net charge	0
SMILES	O=CC(=S)[C@@H](F)Cl

Atomic partial charges in e from the natural (NBO) method, atoms 1 to 4: C 0.160; C -0.280; C 0.350; H 0.214

***

# 2
Density functional theory data (ωB97M-V/def2-TZVPD) for an isolated molecule of C3H2ClN.

CARTESIAN COORDINATES (ANGSTROEM)
C: 0.89127 -0.31005 0.27125
C: -0.04492 0.66103 0.15562
C: -1.40874 -0.14975 -0.04445
H: 0.31861 -1.26202 0.24790
H: 0.02570 1.66914 -0.35514
N: -2.49948 -0.41380 -0.16255
Cl: 2.71755 -0.19455 -0.11262

Properties
net charge	0
SMILES	N#C/C=C/Cl

Atomic partial charges in e from the natural (NBO) method, atoms 1 to 4: C -0.112; C -0.300; C 0.224; H 0.239

***

# 3
Density functional theory data (ωB97M-V/def2-TZVPD) for a cluster of 2 separate species, C3H2ClN in total.

CARTESIAN COORDINATES (ANGSTROEM)
C: 0.18944 -2.53238 1.53359
C: 0.07041 -1.32892 -0.73248
C: 0.12972 -1.90828 0.32205
N: 0.25339 -3.03992 2.56208
Cl: 1.15013 1.40392 0.54557
H: 0.17894 1.51131 1.36939
H: 0.05014 -0.81283 -1.64611

Properties
net charge	0
SMILES	C#CC#N.Cl

Atomic partial charges in e from the natural (NBO) method, atoms 1 to 4: C 0.212; C -0.058; C -0.158; N -0.241

***

# 4
Density functional theory data (ωB97M-V/def2-TZVPD) for an isolated molecule of C3H2ClN.

CARTESIAN COORDINATES (ANGSTROEM)
C: 0.25099 1.24463 0.03622
C: 0.95333 -1.30159 0.01870
C: -0.69473 0.44734 -0.17658
N: -0.02453 -0.85833 -0.34863
Cl: -2.34027 0.08547 -0.05334
H: 0.10076 2.23931 0.37830
H: 1.75445 -1.85684 0.14534

Properties
net charge	0

Atomic partial charges in e from the natural (NBO) method, atoms 1 to 4: C -0.437; C 0.391; C -0.158; N -0.194

***

# 5
Density functional theory data (ωB97M-V/def2-TZVPD) for a cluster of 2 separate species, C3H2ClNO2S in total.

CARTESIAN COORDINATES (ANGSTROEM)
C: 0.88741 -0.28507 -0.24533
C: -1.11428 1.51725 0.04811
C: 0.14359 -1.35831 -0.02725
N: -1.33248 0.45666 -0.49946
O: -0.72075 2.32690 0.76801
O: 2.70554 0.27158 1.36625
S: 1.95224 0.83330 0.25421
Cl: -0.22104 -2.63440 -1.11052
H: -0.49299 -1.49724 0.85740
H: -1.80723 0.36933 -1.41144

Properties
net charge	0

Atomic partial charges in e from the natural (NBO) method, atoms 1 to 4: C -0.425; C 0.857; C -0.186; N -0.785

***

# 6
Density functional theory data (ωB97M-V/def2-TZVPD) for an isolated molecule of C3H2ClNO3.

CARTESIAN COORDINATES (ANGSTROEM)
C: 0.08949 -0.91624 0.36789
C: 1.21698 -0.17522 0.01692
C: 0.83441 1.21754 -0.09468
H: -2.75515 -0.26325 -0.28137
H: -0.12630 -1.92360 0.27590
N: -1.08116 -0.10204 0.47735
O: -1.86729 -0.65593 -0.57605
O: 1.49054 2.22280 -0.07042
O: -0.61875 1.23065 0.01034
Cl: 2.81724 -0.63470 -0.12588

Properties
net charge	0
SMILES	O=c1on(O)cc1Cl

Atomic partial charges in e from the natural (NBO) method, atoms 1 to 4: C 0.010; C -0.228; C 0.716; H 0.488

***

# 7
Density functional theory data (ωB97M-V/def2-TZVPD) for an isolated molecule of C3H2ClNOS2.

CARTESIAN COORDINATES (ANGSTROEM)
C: 1.53050 -0.19562 0.10544
C: 0.83296 1.08792 0.12777
C: -0.47523 0.81846 0.06975
H: -2.45549 -1.99855 0.09012
H: 1.29942 2.02121 0.21381
N: -0.72243 -0.54574 0.05937
O: 0.55837 -1.16676 0.01769
S: -1.87437 -1.33110 -0.90987
S: 3.10398 -0.56682 0.17239
Cl: -1.79773 1.87701 0.05352

Properties
net charge	0
SMILES	S=c1cc(Cl)n(S)o1

Atomic partial charges in e from the natural (NBO) method, atoms 1 to 4: C 0.151; C -0.365; C 0.148; H 0.122

***

# 8
Density functional theory data (ωB97M-V/def2-TZVPD) for the ion C3H2ClO3 with charge -1.

CARTESIAN COORDINATES (ANGSTROEM)
C: -0.29800 -0.42504 0.97031
C: 0.18744 0.11208 -0.19585
C: -0.27122 1.36164 -1.18250
O: -0.88437 2.19079 -0.58731
O: 0.02505 1.21683 -2.33874
O: 0.17044 -1.50745 1.69781
Cl: 1.18127 -1.29605 -0.97298
H: -0.89093 0.25755 1.60611
H: 0.78031 -1.91037 1.00314

Properties
net charge	-1
SMILES	O=C([O-])/C(Cl)=C/O

Atomic partial charges in e from the natural (NBO) method, atoms 1 to 4: C 0.064; C -0.170; C 0.789; O -0.722

***

# 9
Density functional theory data (ωB97M-V/def2-TZVPD) for a structure of composition C3H2CuFLiO3.

CARTESIAN COORDINATES (ANGSTROEM)
O: 0.28431 1.17183 -0.79209
C: -0.79745 0.89455 -0.07020
C: 1.33196 0.31313 -0.38723
O: -1.89760 1.42412 -0.02805
O: -0.55068 -0.17488 0.60299
C: 0.67944 -0.87603 0.18278
Cu: -3.67692 0.01300 0.25584
F: 2.01458 0.97641 0.83780
H: 2.06148 0.15333 -1.18380
H: 1.47018 -1.39224 0.74302
Li: -0.91929 -2.50321 -0.16105

Properties
<S²>	0.7522
net charge	0
multiplicity	2

Atomic partial charges in e from the natural (NBO) method, atoms 1 to 4: O -0.474; C 0.993; C 0.379; O -0.700

***

# 10
Density functional theory data (ωB97M-V/def2-TZVPD) for an isolated molecule of C3H2F2.

CARTESIAN COORDINATES (ANGSTROEM)
C: -0.94207 -0.01434 0.16504
C: 0.60023 -0.22634 -0.14486
C: 1.71824 0.04511 -0.26649
H: -0.90322 -0.08873 1.25167
H: 2.71353 0.22386 -0.34661
F: -1.62785 -1.08168 -0.34647
F: -1.55887 1.14212 -0.31229

Properties
net charge	0
SMILES	C#CC(F)F

Atomic partial charges in e from the natural (NBO) method, atoms 1 to 4: C 0.548; C -0.092; C -0.184; H 0.161

***

# 11
Density functional theory data (ωB97M-V/def2-TZVPD) for a cluster of 2 separate species, C3H2F2I2O in total.

CARTESIAN COORDINATES (ANGSTROEM)
C: 1.45489 -0.76675 1.10982
C: 0.62557 -0.32630 0.01067
C: -1.53969 1.16952 -0.59926
O: 2.32011 -0.23241 1.69523
F: -2.37624 1.21871 0.45870
F: -0.85995 2.32102 -0.75893
I: 1.11011 -2.90426 1.55580
I: -2.25081 0.32105 -2.36537
H: 0.33574 -1.18585 -0.63091
H: 1.18027 0.38526 -0.47577

Properties
net charge	0

Atomic partial charges in e from the natural (NBO) method, atoms 1 to 4: C 0.464; C -0.546; C 0.605; O -0.486

***

# 12
Density functional theory data (ωB97M-V/def2-TZVPD) for a cluster of 2 separate species, C3H2F2O in total.

CARTESIAN COORDINATES (ANGSTROEM)
C: 1.96112 -0.06057 -0.49039
C: 0.92192 0.23227 0.07247
C: -0.35990 0.10137 0.58803
O: -1.51306 0.08889 -0.97633
F: -0.61398 -1.13164 0.92211
F: -0.98978 0.92479 1.30669
H: 2.96893 -0.29846 -0.79311
H: -2.37525 0.14334 -0.62946

Properties
net charge	0

Atomic partial charges in e from the natural (NBO) method, atoms 1 to 4: C -0.040; C -0.176; C 0.920; O -0.864

***

These records have relative energy (zero: lowest compared OMol25 entry of this formula, charge and spin) values of 14.80; 38.71; 34.18; 129.50; 51.81; 37.77; 62.35; 0.38; 57.80; 16.54; 80.71; 86.34 kcal/mol, in the order they appear.
These records have energy values of -1148.9472; -630.3672; -630.3744; -630.2225; -1178.9896; -856.0576; -1501.9926; -801.4661; -2088.9829; -315.1419; -985.7133; -390.3231 hartree, in the order they appear.
These records have max |F| values of 2.55; 6.44; 1.66; 4.28; 3.58; 4.48; 1.57; 3.71; 4.15; 7.84; 2.84; 6.91 eV/A, in the order they appear.